# 1
This record from the OMol25 dataset describes a cluster of 4 separate species, C17H36N2O8 in total. The level of theory is wB97M-V/def2-TZVPD.

Atoms and positions in Å:
N (1.03, -0.26, 4.42)
C (0.89, 0.14, 3.02)
C (0.60, 1.63, 2.79)
C (-0.41, 2.26, 3.76)
C (-1.59, 2.98, 3.11)
O (-2.13, 2.33, 1.95)
C (-2.56, 1.07, 2.17)
N (-3.38, 0.87, 3.32)
O (-2.26, 0.18, 1.39)
H (1.11, 0.52, 5.05)
H (0.33, -0.91, 4.72)
H (1.83, -0.06, 2.52)
H (0.16, -0.47, 2.49)
H (1.54, 2.18, 2.87)
H (0.28, 1.75, 1.77)
H (-0.77, 1.52, 4.48)
H (0.11, 3.01, 4.34)
H (-2.38, 3.06, 3.85)
H (-1.30, 3.99, 2.86)
H (-4.07, 0.18, 3.04)
H (-2.81, 0.49, 4.07)
C (-1.32, -0.69, -4.28)
C (-0.48, -1.80, -3.67)
O (0.47, -1.29, -2.74)
C (0.17, -1.07, -1.44)
C (-1.28, -1.09, -1.00)
O (1.06, -0.79, -0.68)
H (-1.90, -0.17, -3.52)
H (-2.00, -1.09, -5.03)
H (-0.67, 0.05, -4.75)
H (-1.10, -2.57, -3.21)
H (0.10, -2.28, -4.45)
H (-1.67, -0.08, -1.03)
H (-1.32, -1.45, 0.02)
H (-1.91, -1.75, -1.60)
C (-1.47, -8.11, -4.30)
C (-1.46, -6.79, -5.05)
O (-2.43, -5.87, -4.55)
C (-2.20, -5.06, -3.50)
C (-0.98, -5.30, -2.64)
O (-2.99, -4.20, -3.23)
H (-1.21, -7.98, -3.26)
H (-0.77, -8.81, -4.75)
H (-2.47, -8.54, -4.34)
H (-0.46, -6.34, -5.07)
H (-1.74, -6.96, -6.09)
H (-1.26, -5.93, -1.79)
H (-0.63, -4.34, -2.26)
H (-0.14, -5.75, -3.16)
C (5.09, 6.14, 1.89)
C (4.35, 4.86, 1.56)
O (3.25, 4.63, 2.44)
C (2.03, 5.15, 2.25)
C (1.84, 6.25, 1.22)
O (1.13, 4.78, 2.94)
H (4.45, 7.01, 1.77)
H (5.96, 6.26, 1.24)
H (5.42, 6.12, 2.93)
H (4.02, 4.83, 0.52)
H (5.01, 4.00, 1.70)
H (1.92, 7.21, 1.72)
H (0.84, 6.15, 0.81)
H (2.54, 6.21, 0.39)

Output
SMILES = NCCCCOC(N)=O.CCOC(C)=O.CCOC(C)=O.CCOC(C)=O
Calculated total energy = -37572.8177 eV
HOMO-LUMO gap = 9.22 eV

natural (NBO) population analysis, charges in e, atoms 1 to 2: -0.86 -0.22

=====

# 2
This record from the OMol25 dataset describes the molecule C5H10OS. The level of theory is wB97M-V/def2-TZVPD.

Atoms and positions in Å:
C (-0.98, 0.29, 2.91)
S (-0.74, -0.53, 1.34)
C (0.75, 0.34, 0.78)
C (1.40, -0.41, -0.38)
C (0.50, -0.72, -1.59)
C (-0.20, 0.54, -2.02)
O (-0.03, 1.02, -3.12)
H (-1.81, -0.19, 3.43)
H (-0.11, 0.23, 3.57)
H (-1.28, 1.32, 2.74)
H (1.42, 0.40, 1.63)
H (0.50, 1.38, 0.53)
H (1.94, -1.26, 0.04)
H (2.20, 0.26, -0.73)
H (1.08, -1.07, -2.45)
H (-0.18, -1.48, -1.20)
H (-1.00, 0.94, -1.37)

Output
SMILES = CSCCCC=O
ΔE to the lowest compared entry with this formula, charge and spin = 54.7 kJ/mol
Calculated total energy = -18229.3325 eV
HOMO-LUMO gap = 9.67 eV

natural (NBO) population analysis, charges in e, atoms 1 to 2: -0.75 0.17

=====

# 3
This record from the OMol25 dataset describes a structure of composition C33H28BrIN5O2RuSSi. The level of theory is wB97M-V/def2-TZVPD.

Atoms and positions in Å:
Ru (-0.24, 0.02, 0.02)
N (-4.30, 3.74, 4.69)
C (-3.36, 2.82, 4.34)
C (-3.75, 1.63, 3.69)
C (-2.81, 0.69, 3.33)
C (-1.47, 0.92, 3.63)
C (-1.07, 2.08, 4.28)
C (-2.00, 3.03, 4.63)
S (-0.27, -0.26, 3.14)
O (-0.96, -1.27, 2.36)
O (0.51, -0.69, 4.25)
N (0.60, 0.56, 1.99)
C (1.81, 0.09, 1.59)
N (2.72, -0.41, 2.42)
C (3.86, -0.81, 1.90)
C (4.14, -0.73, 0.53)
C (3.14, -0.24, -0.27)
N (1.98, 0.16, 0.24)
H (-5.25, 3.63, 4.42)
H (-4.03, 4.61, 5.12)
H (-4.80, 1.47, 3.47)
H (-3.09, -0.22, 2.83)
H (-0.01, 2.22, 4.49)
H (-1.70, 3.93, 5.14)
H (4.59, -1.21, 2.60)
H (5.09, -1.04, 0.12)
H (3.25, -0.16, -1.35)
C (-3.58, -2.35, -4.41)
C (-3.80, -1.13, -3.77)
C (-2.75, -0.48, -3.15)
C (-1.46, -1.02, -3.16)
C (-1.25, -2.23, -3.82)
C (-2.31, -2.89, -4.44)
Si (-0.01, -0.07, -2.41)
C (-0.05, 1.73, -3.00)
C (-0.81, 2.06, -4.12)
C (-0.75, 3.34, -4.65)
C (0.07, 4.30, -4.07)
C (0.82, 3.98, -2.95)
C (0.76, 2.70, -2.41)
C (1.62, -0.80, -3.05)
C (2.01, -2.13, -2.87)
C (3.15, -2.63, -3.47)
C (3.94, -1.80, -4.26)
C (3.57, -0.48, -4.44)
C (2.43, 0.02, -3.84)
H (-4.40, -2.87, -4.89)
H (-4.79, -0.69, -3.77)
H (-2.93, 0.47, -2.66)
H (-0.25, -2.65, -3.89)
H (-2.12, -3.83, -4.95)
H (-1.44, 1.32, -4.58)
H (-1.35, 3.59, -5.51)
H (0.12, 5.30, -4.49)
H (1.46, 4.73, -2.49)
H (1.34, 2.46, -1.53)
H (1.41, -2.80, -2.27)
H (3.43, -3.66, -3.32)
H (4.84, -2.19, -4.73)
H (4.18, 0.17, -5.07)
H (2.16, 1.06, -4.00)
Br (0.67, -2.96, 0.26)
C (-1.22, -3.03, 0.16)
C (-1.90, -4.20, 0.43)
C (-3.28, -4.14, 0.43)
C (-3.91, -2.94, 0.16)
C (-3.13, -1.83, -0.12)
N (-1.80, -1.88, -0.12)
H (-1.36, -5.11, 0.65)
H (-3.86, -5.03, 0.66)
H (-4.99, -2.86, 0.16)
H (-3.57, -0.87, -0.34)
I (-2.04, 1.90, 0.00)

Output
Net charge = +1
ΔE to the lowest compared entry with this formula, charge and spin = 41.7 kJ/mol
Calculated total energy = -145653.0130 eV
⟨S²⟩ = 6.031
Multiplicity = 5
HOMO-LUMO gap (spin up / spin down) = 6.58 / 5.32 eV

Mulliken population analysis, charges in e, atoms 1 to 2: 0.39 -0.48

=====

# 4
This record from the OMol25 dataset describes a cluster of 2 separate species, CH6FN2OP in total. The level of theory is wB97M-V/def2-TZVPD.

Atoms and positions in Å:
H (-2.11, -1.85, 1.46)
N (-2.02, -0.88, 1.45)
P (-0.78, -0.45, 0.70)
N (-0.50, 0.97, 0.11)
H (-1.25, 1.58, 0.59)
O (0.40, -1.46, 0.50)
C (1.40, -0.99, -0.34)
H (2.45, -1.14, 0.14)
H (1.21, 0.04, -0.60)
H (1.54, -1.43, -1.33)
F (-0.14, 3.21, -1.60)
H (-0.20, 2.39, -1.09)

Output
SMILES = [H]/N=P(=N/[H])\OC.F
ΔE to the lowest compared entry with this formula, charge and spin = 305.3 kJ/mol
Calculated total energy = -18167.5151 eV
HOMO-LUMO gap = 10.50 eV

natural (NBO) population analysis, charges in e, atoms 1 to 2: 0.39 -1.22

=====

# 5
This record from the OMol25 dataset describes the ion C6H14P with charge +1. The level of theory is wB97M-V/def2-TZVPD.

Atoms and positions in Å:
C (-0.52, 0.53, -0.76)
C (-0.18, 1.45, 0.25)
C (1.29, 1.86, 0.21)
C (-1.11, 1.84, 1.32)
C (-1.19, -2.38, -0.56)
C (1.41, -1.59, -0.26)
P (-0.24, -1.12, 0.38)
H (-1.53, 0.22, -1.02)
H (0.02, 0.53, -1.68)
H (1.53, 2.66, 0.86)
H (1.53, 1.89, -0.90)
H (1.94, 0.98, 0.46)
H (-0.72, 2.72, 1.93)
H (-1.39, 0.98, 1.98)
H (-2.06, 2.22, 0.72)
H (-0.67, -3.33, -0.36)
H (-1.32, -2.08, -1.61)
H (-2.14, -2.60, -0.02)
H (1.82, -2.22, 0.40)
H (2.08, -0.76, 0.04)
H (1.44, -1.82, -1.37)

Output
Net charge = +1
ΔE to the lowest compared entry with this formula, charge and spin = 293.7 kJ/mol
Calculated total energy = -15728.8933 eV
HOMO-LUMO gap = 8.22 eV

natural (NBO) population analysis, charges in e, atoms 1 to 2: -0.72 0.46

=====

# 6
This record from the OMol25 dataset describes the molecule C7H6O. The level of theory is wB97M-V/def2-TZVPD.

Atoms and positions in Å:
C (2.83, -0.39, -0.20)
C (1.71, -0.48, 0.24)
C (0.27, -0.58, 0.80)
C (-0.50, -1.44, -0.06)
C (-1.82, -1.98, -0.17)
O (-0.38, 0.54, 1.44)
C (-0.80, 1.42, 0.42)
C (-0.70, 1.44, -0.84)
H (3.86, -0.02, -0.51)
H (0.51, -1.27, 1.75)
H (-2.73, -2.44, -0.69)
H (-1.48, 2.33, 0.85)
H (-0.04, 0.58, -1.35)
H (-0.73, 2.30, -1.68)

Output
SMILES = C#CC(C#C)OC=C
ΔE to the lowest compared entry with this formula, charge and spin = 758.9 kJ/mol
Calculated total energy = -9394.3545 eV
HOMO-LUMO gap = 9.58 eV

natural (NBO) population analysis, charges in e, atoms 1 to 2: -0.23 -0.04

=====

Q: The highest calculated total energy belongs to which entry?
A: C7H6O

=====

Q: Which value of calculated total energy does entry 5 give?
A: -15728.8933 eV